Computed, not measured: a 2-piece molecular cluster, C4H12N2O2 overall, with ωB97M-V/def2-TZVPD.

Positions of all 20 atoms, in Å:
O  1.29  -0.91  -0.41
O  0.59  0.98  -1.38
N  -1.02  -1.22  0.62
N  2.48  -0.06  -2.15
C  -1.55  -0.08  1.38
C  -2.31  0.84  0.46
C  -0.40  0.60  2.08
C  1.38  0.04  -1.24
H  -0.80  -2.02  1.25
H  0.24  1.08  1.34
H  -0.05  -0.98  0.11
H  -3.19  0.33  0.06
H  3.28  -0.48  -1.70
H  0.19  -0.13  2.62
H  -0.78  1.35  2.78
H  2.70  0.86  -2.51
H  -2.66  1.70  1.03
H  -1.72  -1.54  -0.06
H  -2.25  -0.50  2.11
H  -1.68  1.18  -0.36

Output
DFT total energy: -419.6079 a.u.
total charge: -1
expectation value of S²: 0.750
lowest unoccupied orbital energy (alpha / beta): 3.94 / 3.83 eV
HOMO-LUMO gap (alpha / beta): 3.3 / 9.6 eV
multiplicity: 2
energy relative to the best compared isomer or geometry (same formula, charge and spin): 0.000 eV